[1]
21
Properties=species:S:1:pos:R:3:mulliken_charge:R:1 method="wB97M-V/def2-TZVPD" multiplicity=1 smiles=CSCC[C@@H](N)CO homo_energy_ev=-8.324
C 0.705 2.411 2.228 -0.86
S 2.099 1.031 1.964 -0.10
C 1.712 0.343 0.343 -0.45
C 0.224 -0.239 0.346 -0.55
C -0.275 -0.337 -1.151 0.03
N 0.471 -1.422 -1.935 -0.57
C -1.771 -0.761 -1.047 -0.66
O -1.684 -2.046 -0.312 -0.57
H 1.169 3.288 2.732 0.33
H -0.017 1.853 2.829 0.25
H 0.230 2.866 1.370 0.30
H 2.457 -0.574 0.146 0.25
H 1.683 1.003 -0.582 0.29
H 0.166 -1.255 0.813 0.30
H -0.599 0.355 0.895 0.26
H -0.136 0.686 -1.643 0.40
H 0.108 -2.260 -1.550 0.24
H 0.591 -1.409 -2.858 0.16
H -2.466 -0.028 -0.650 0.41
H -2.203 -1.167 -2.138 0.25
H -2.464 -2.337 0.202 0.29

=====

[2]
21
Properties=species:S:1:pos:R:3:lowdin_spin:R:1 method="wB97M-V/def2-TZVPD" charge=+1 multiplicity=2 s_squared=1.742 homo_energy_ev="-14.177 / -13.841"
C -1.581 1.376 0.042 -0.08
N -0.735 1.526 1.226 -0.76
C 2.172 -0.231 -0.003 0.30
C 1.950 1.120 0.104 0.39
S 0.112 -1.235 -2.387 0.89
C 1.510 -1.243 0.856 0.06
O 1.358 -2.468 0.204 0.11
C -2.659 0.295 0.027 -0.02
H -0.689 1.011 -0.519 -0.01
H -1.890 2.292 -0.468 -0.03
H -1.251 1.537 2.111 -0.02
H 2.948 -0.544 -0.699 0.02
H 1.039 1.574 0.532 0.02
H 2.758 1.805 -0.141 0.02
H 0.027 -2.239 -3.275 0.04
H 0.559 -0.763 1.160 0.02
H 2.062 -1.487 1.769 0.02
H 1.019 -2.297 -0.695 0.03
H -2.455 -0.516 -0.671 0.00
H -2.609 -0.213 0.997 0.00
H -3.644 0.701 -0.169 0.00

=====

[3]
20
Properties=species:S:1:pos:R:3:mulliken_charge:R:1 method="wB97M-V/def2-TZVPD" charge=+1 multiplicity=1 homo_energy_ev=-13.520
C 2.652 -1.424 0.559 -1.07
C -1.858 1.612 0.188 -0.86
C -0.939 -0.327 1.177 -0.58
C -1.871 -0.593 -0.991 -0.83
C 2.183 1.053 -0.740 -0.67
N -1.668 0.182 0.233 0.12
P 1.313 -0.092 0.126 0.49
H 2.434 -1.934 1.456 0.36
H 3.621 -1.010 0.633 0.36
H -1.536 1.830 -0.856 0.34
H -2.947 1.832 0.356 0.29
H -1.189 2.143 0.975 0.37
H 2.624 -2.254 -0.250 0.30
H -0.949 0.243 2.176 0.40
H -0.911 -1.410 1.268 0.40
H -2.284 -0.014 -1.881 0.35
H -0.989 -1.063 -1.251 0.38
H -2.648 -1.411 -0.840 0.30
H 1.697 1.721 -1.437 0.27
H 3.266 0.918 -0.902 0.27

=====

[4]
20
Properties=species:S:1:pos:R:3:mulliken_charge:R:1 method="wB97M-V/def2-TZVPD" charge=+1 multiplicity=1 homo_energy_ev="-13.358 / -13.358"
C 0.638 0.356 0.996 0.73
C 1.698 -0.273 1.734 -1.07
C -1.682 -0.337 -0.738 -1.02
C 0.190 1.758 1.124 -1.19
C 0.632 -2.321 -0.727 -1.22
N 0.900 0.851 -1.154 -0.73
P 0.119 -0.401 -0.564 0.85
H 1.171 -0.644 2.662 0.38
H 2.076 -1.147 1.186 0.30
H 2.511 0.373 2.207 0.37
H -2.148 0.388 -0.062 0.36
H -2.260 -1.269 -0.577 0.39
H -1.689 -0.354 -1.904 0.33
H -0.709 2.291 1.490 0.39
H -0.055 2.190 0.117 0.39
H 1.024 2.552 1.658 0.29
H 0.664 -2.706 0.277 0.44
H 1.587 -2.728 -1.049 0.43
H -0.253 -2.904 -1.200 0.31
H 0.994 1.222 -2.119 0.26

=====

[5]
20
Properties=species:S:1:pos:R:3:mulliken_charge:R:1 method="wB97M-V/def2-TZVPD" charge=+1 multiplicity=1 homo_energy_ev=-13.322
C -1.760 0.802 -0.863 0.18
C -2.245 0.506 0.335 -0.91
C -2.282 0.044 -2.026 -1.24
C 2.120 -1.251 0.137 -1.11
C 1.556 0.199 0.178 -0.07
N 0.864 0.528 1.388 -0.13
P 2.334 1.675 1.031 0.20
H -1.242 1.749 -1.065 0.43
H -2.918 -0.416 0.450 0.18
H -1.680 0.064 -2.933 0.33
H -2.377 -1.009 -1.684 0.32
H -3.305 0.344 -2.189 0.33
H 2.796 -1.446 -0.603 0.39
H 2.691 -1.405 1.143 0.28
H 1.344 -2.148 -0.006 0.27
H 0.951 0.501 -0.650 0.50
H -0.092 0.819 1.410 0.17
H -2.228 1.149 1.294 0.42
H 1.130 -0.119 2.159 0.34
H 3.220 0.740 1.724 0.11

=====

[6]
20
Properties=species:S:1:pos:R:3:lowdin_spin:R:1 method="wB97M-V/def2-TZVPD" charge=-1 multiplicity=2 s_squared=0.755 homo_energy_ev="-0.919 / -3.072"
C -1.971 -1.168 0.665 0.00
N -0.717 -0.482 0.724 0.01
C -0.356 0.378 -0.389 0.00
C 1.143 0.597 -0.385 0.02
C 1.973 -0.663 -0.702 0.04
S 3.588 -0.644 0.147 0.42
C -1.122 1.694 -0.280 0.00
H -2.108 -1.728 1.589 0.00
H -2.796 -0.459 0.563 0.00
H -2.042 -1.863 -0.195 0.00
H 0.035 -1.033 1.107 0.03
H -0.664 -0.160 -1.311 0.00
H 1.454 1.430 -1.014 0.00
H 1.374 0.907 0.643 0.02
H 1.479 -1.599 -0.468 0.01
H 2.155 -0.608 -1.779 0.01
H 2.513 -0.719 1.822 0.43
H -2.171 1.545 -0.017 0.00
H -0.656 2.308 0.495 0.00
H -1.111 2.267 -1.214 0.00

=====

[7]
20
Properties=species:S:1:pos:R:3:mulliken_charge:R:1 method="wB97M-V/def2-TZVPD" multiplicity=1 smiles=CNCCCCS homo_energy_ev=-8.338
C 0.813 0.480 2.244 -0.67
N -0.558 0.149 2.052 -0.23
C -0.921 -0.461 0.802 -0.60
C -0.714 0.517 -0.403 -0.40
C -0.738 -0.076 -1.765 -0.67
C 0.586 -0.956 -1.953 -0.57
S 2.040 0.064 -1.686 -0.14
H 1.606 -0.351 2.295 0.20
H 0.848 0.939 3.243 0.34
H 1.243 1.211 1.484 0.19
H -1.386 0.512 2.435 0.25
H -2.003 -0.816 0.817 0.30
H -0.288 -1.281 0.609 0.28
H -1.450 1.248 -0.352 0.26
H 0.252 1.093 -0.359 0.06
H -0.631 0.718 -2.561 0.29
H -1.697 -0.598 -1.975 0.34
H 0.330 -1.828 -1.299 0.30
H 0.770 -1.450 -2.913 0.38
H 1.896 0.886 -0.716 0.11

=====

[8]
20
Properties=species:S:1:pos:R:3:mulliken_charge:R:1 method="wB97M-V/def2-TZVPD" multiplicity=1 smiles="C=CNC.CSC" homo_energy_ev=-7.782
C -3.006 1.270 0.049 -0.82
C -1.876 1.635 -0.671 0.05
N -0.586 1.114 -0.521 -0.17
C 0.573 1.925 -0.952 -0.87
H -3.070 0.386 0.625 0.29
H -3.946 1.901 -0.091 0.20
H -1.961 2.516 -1.305 0.25
H -0.412 0.703 0.418 0.16
H 1.547 1.430 -0.739 0.19
H 0.528 2.166 -1.998 0.35
H 0.665 2.880 -0.379 0.32
C 0.753 -2.409 1.724 -0.82
S 1.578 -0.897 1.211 -0.10
C 1.817 -1.518 -0.473 -0.88
H 1.442 -3.214 1.887 0.33
H -0.017 -2.676 0.928 0.22
H 0.250 -2.258 2.661 0.33
H 2.494 -0.794 -1.053 0.28
H 2.351 -2.494 -0.404 0.35
H 0.876 -1.667 -0.919 0.33